[1]
The following is a DFT calculation (wB97M-V/def2-TZVPD) of C31H53N4O3PPdS as an isolated structure.

Calculated values
- charge = +2
- lowest unoccupied orbital energy (eV) = -5.5
- highest occupied orbital energy (eV) = -14.4
- Kohn-Sham gap (eV) = 8.9
- E_tot (Ha) = -2524.826566

Atoms and positions in Å:
Pd (-1.24773, 0.25734, 0.37839)
S (0.25723, 3.08414, 0.83684)
P (0.52967, -0.69013, -0.76314)
O (-2.60689, 2.50369, -1.35160)
O (-0.22811, 2.92998, 2.20639)
O (1.66340, 2.85307, 0.66497)
N (-0.13117, 0.82444, 4.44469)
N (-1.95843, -1.56240, 1.13960)
N (-0.66907, 2.15881, -0.16646)
N (-2.92505, 1.29557, 1.32744)
C (-1.22174, 0.35282, 3.52077)
C (0.25546, 5.88012, 0.44811)
C (1.80876, -0.46369, -3.30361)
C (2.06894, -0.34327, 0.17580)
C (-3.76532, -0.66158, 2.58014)
C (-0.24446, 4.62395, 0.17732)
C (-0.84958, -2.98003, -1.74814)
C (-2.52391, -1.54362, 2.52869)
C (-1.38649, 6.73506, -1.11735)
C (-1.27408, 4.39884, -0.71457)
C (0.21426, -4.81478, -0.03891)
C (0.44724, -2.50033, -1.07857)
C (0.72848, 0.15349, -2.37734)
C (-0.60993, 0.33736, -3.11661)
C (-1.61539, 2.95285, -0.82682)
C (-0.32820, 0.81175, -4.53831)
C (-3.47779, 0.82795, 2.62180)
C (3.05504, 0.14823, 2.42726)
C (-1.47076, -1.14354, 3.57641)
C (-0.62955, -4.37026, -2.36539)
C (4.49606, -0.89098, 0.64982)
C (-0.33895, 6.94348, -0.22252)
C (0.78600, -3.40010, 0.13496)
C (3.38304, -0.89867, -0.41257)
C (0.34734, -0.30100, -5.35552)
C (-1.87127, 5.45729, -1.37259)
C (1.17597, -1.23382, -4.45978)
C (0.29909, -5.23816, -1.50044)
C (1.99587, -0.67061, 1.67080)
C (-2.49169, 1.15669, 3.74614)
C (4.33529, 0.30209, 1.58767)
H (-0.40770, -0.88375, -5.88535)
H (1.07080, 6.03458, 1.14142)
H (5.20209, 0.40412, 2.23932)
H (1.33545, -5.13912, -1.83614)
H (-1.82598, 7.58327, -1.62402)
H (3.68459, -0.26804, -1.25050)
H (-2.54784, 2.23333, 1.44029)
H (5.46498, -0.86271, 0.15296)
H (-3.63940, 1.38354, 0.60895)
H (-0.54769, -1.70426, 3.40260)
H (0.04365, -6.29062, -1.61382)
H (-2.94487, 0.90052, 4.70749)
H (2.10801, 0.74228, 0.10088)
H (-0.20918, -4.25960, -3.36660)
H (-4.41486, -0.88990, 1.73002)
H (2.16804, -1.73680, 1.82882)
H (1.24603, -2.64147, -1.81594)
H (-2.27466, 2.22677, 3.74822)
H (-2.83424, -2.56502, 2.76019)
H (4.27842, 1.22074, 0.99856)
H (0.74255, 0.31679, 4.26780)
H (2.66129, 1.14426, 2.66225)
H (2.40954, 0.35424, -3.70813)
H (3.25698, -1.90998, -0.80788)
H (0.43971, -2.97730, 1.08694)
H (-1.21906, -2.25849, 1.08749)
H (3.29550, -0.35812, 3.37029)
H (0.31620, 1.69488, -4.49058)
H (-2.67973, -1.90575, 0.50926)
H (2.50958, -1.09803, -2.75936)
H (-1.59730, -4.85846, -2.48874)
H (-1.17054, -0.59787, -3.16453)
H (0.01944, 7.94849, -0.04699)
H (-1.84665, -1.43471, 4.56131)
H (0.54019, -2.03327, -4.06347)
H (-1.25341, 1.13273, -5.01646)
H (1.95498, -1.72846, -5.04020)
H (0.75764, -5.50555, 0.60563)
H (-4.33454, -0.92781, 3.47305)
H (-4.41527, 1.35256, 2.81676)
H (-0.37007, 0.73618, 5.43451)
H (1.06600, 1.14826, -2.06359)
H (4.47731, -1.81824, 1.22972)
H (-0.83142, -4.84968, 0.28593)
H (0.05530, 1.81158, 4.21704)
H (-2.68005, 5.28290, -2.06930)
H (-1.24409, 1.04204, -2.58318)
H (1.87129, -3.45928, 0.23960)
H (0.98801, 0.14125, -6.11934)
H (-1.64896, -3.04235, -1.00674)
H (-0.80810, 0.62606, 2.56120)
H (-1.19505, -2.28575, -2.51043)
H (0.99546, -0.45300, 2.04902)

These are the Löwdin partial charges, in e, on atoms 1 to 6: atom 1 (Pd): 0.789, atom 2 (S): 0.668, atom 3 (P): 1.058, atom 4 (O): 0.070, atom 5 (O): -0.331, atom 6 (O): -0.277



[2]
The following is a DFT calculation (wB97M-V/def2-TZVPD) of a 9-piece molecular cluster, C31H53N8O13 overall in a non-equilibrium geometry.

Calculated values
- charge = -1
- lowest unoccupied orbital energy (eV) = 0.3
- highest occupied orbital energy (eV) = -5.9
- Kohn-Sham gap (eV) = 6.2
- E_tot (Ha) = -2628.547817

Atoms and positions in Å:
O (-7.12398, 2.95509, -5.18810)
O (-4.60857, -0.64375, 0.62586)
O (-0.70512, -0.05354, -0.21384)
O (-1.96963, -5.15666, -3.97816)
O (1.42411, -5.63477, 3.74333)
O (0.57892, -1.65316, 0.36258)
O (4.59679, -2.70822, 0.99225)
O (-5.64234, 1.01202, 1.54039)
O (1.69964, -0.80697, -3.85899)
O (-0.04232, 4.34708, -0.68979)
O (5.79803, 0.59377, -0.03886)
O (-7.26460, 1.27814, -3.60223)
O (0.88191, 0.39450, 1.17067)
N (4.54317, -3.62556, -1.05581)
N (-2.28813, -3.18582, -2.96350)
N (4.69907, 2.03121, 1.15950)
N (1.53654, -3.40059, 4.03813)
N (-1.55223, 4.07537, 1.00987)
N (2.37193, 1.16961, -2.85396)
N (-4.81284, 0.17380, 1.51969)
N (-6.61270, 2.25657, -4.22265)
C (5.75636, 3.01844, 1.20173)
C (1.88906, -4.50037, 3.37161)
C (-3.05898, -2.33310, -2.07177)
C (1.78936, -2.09301, 3.39541)
C (-2.90843, 3.42376, -3.97280)
C (-5.27731, 2.45529, -3.73512)
C (-1.96797, -0.58151, 4.33006)
C (-4.08853, -0.03020, 2.79491)
C (0.26303, -0.39276, 0.43608)
C (4.01555, -3.71113, -2.38969)
C (-4.21788, -0.05949, 5.50544)
C (-1.77186, 5.44956, 1.44315)
C (-2.41424, 2.72437, -2.87432)
C (0.80377, -3.39440, 5.30204)
C (4.20127, -2.66519, -0.14913)
C (-2.73620, -0.35512, 5.52558)
C (-4.32907, 3.35918, -4.46689)
C (1.44794, 0.28012, -3.14432)
C (-2.49784, -0.32582, 2.86574)
C (-3.26876, 1.71508, -2.09051)
C (4.72092, 0.98572, 0.41990)
C (-0.96100, -2.60956, -3.31158)
C (5.52609, -4.68256, -0.73625)
C (-0.64950, 3.68895, 0.03629)
C (2.01953, 2.21408, -1.95659)
C (-2.64846, 3.15166, 1.45382)
C (3.46203, 2.43935, 1.80992)
C (-2.69562, -4.44586, -3.29154)
C (-4.70418, 1.68559, -2.55114)
C (-4.91164, 0.16789, 4.17087)
C (3.78281, 1.12577, -3.23471)
H (-0.28903, -3.49354, -3.55294)
H (-0.89164, 2.69339, -0.04941)
H (1.05541, -1.61256, 2.94914)
H (-1.38578, 2.69072, -2.98878)
H (1.34912, 2.94115, -2.28703)
H (6.66815, 2.40116, 1.15592)
H (-0.51921, -2.14818, -2.67133)
H (-2.69308, -2.18845, -0.99453)
H (-2.74232, 3.30403, 2.27945)
H (5.12724, -5.61841, -1.01891)
H (-0.19036, -3.55187, 5.14449)
H (-3.10012, -1.39573, -2.54473)
H (-1.97359, -0.40707, 1.97549)
H (-2.93283, 1.11264, -1.27625)
H (-4.10514, -2.75522, -1.92045)
H (1.47361, 1.81831, -1.03434)
H (-2.18731, -0.37109, 6.36734)
H (0.05802, -2.24192, -0.20511)
H (1.18273, -4.23393, 5.93697)
H (0.73747, -2.51718, 5.79248)
H (-1.88442, 5.54522, 2.47943)
H (2.52746, -1.97594, 2.55299)
H (-3.59921, -4.69603, -2.85960)
H (-2.77672, 5.82506, 1.23405)
H (2.94219, -3.55690, -2.45543)
H (-5.97995, 0.48262, 3.98889)
H (-1.02958, -1.85705, -4.31343)
H (-5.29714, 0.96550, -2.07769)
H (4.42122, -2.93564, -3.17110)
H (5.94740, 3.58655, 0.30673)
H (5.83919, -4.62261, 0.39588)
H (2.13040, -1.55984, 4.13961)
H (-4.42450, 3.98887, -5.38210)
H (2.49975, -4.50050, 2.50173)
H (3.88341, 0.63432, -4.16564)
H (4.01555, -4.71239, -2.67881)
H (4.40941, 0.60336, -2.61325)
H (-0.92105, -0.84446, 4.67104)
H (4.17820, 2.28984, -3.43469)
H (3.69554, 0.34911, 0.53432)
H (3.38089, -1.91476, -0.46866)
H (-4.87778, 0.12959, 6.36537)
H (-2.07182, 4.03461, -4.43186)
H (0.53489, 0.67705, -2.77610)
H (-2.23613, 2.17602, 1.63668)
H (2.99478, 2.75016, -1.65293)
H (-3.43750, 2.98364, 0.81497)
H (6.58016, -4.63181, -1.00976)
H (3.23216, 1.51145, 2.41725)
H (-1.15479, 6.09616, 1.03660)
H (3.47050, 3.39782, 2.45648)
H (5.80256, 3.60001, 2.12451)
H (2.48564, 2.63190, 1.19452)

These are the Löwdin partial charges, in e, on atoms 1 to 6: atom 1 (O): 0.018, atom 2 (O): 0.064, atom 3 (O): -0.042, atom 4 (O): -0.015, atom 5 (O): -0.081, atom 6 (O): 0.086